Here is a molecular structure, C34H28N7O2Pb from the OMol25 dataset. Energies are from wB97M-V/def2-TZVPD.

Summary:
**HOMO-LUMO gap**: 6.5 eV
**Charge**: -1

XYZ file:
```
72
Properties=species:S:1:pos:R:3:forces:R:3:mulliken_charge:R:1
Pb 1.337081 -0.654959 -0.076605 -0.218 -0.648 0.019 1.370
C -2.010030 -6.318387 -0.582832 0.031 0.093 0.032 -1.598
C -1.777624 -4.906837 -0.104106 0.026 -0.067 0.031 0.277
C -2.470888 -3.826667 -0.639862 -0.054 0.038 -0.041 -1.052
C -2.195655 -2.544713 -0.221409 0.040 -0.035 -0.066 0.188
C -1.230866 -2.234860 0.761249 -0.114 -0.143 0.172 0.308
N -0.940574 -0.929451 1.068453 0.322 0.238 0.018 -0.017
C -1.914785 -0.030170 1.301397 -0.073 -0.124 -0.011 0.554
C -3.228285 -0.426430 1.689900 0.017 0.020 0.004 -0.416
C -4.235252 0.456139 1.997434 0.028 0.071 -0.009 -1.194
C -4.014530 1.832811 1.973274 -0.107 -0.016 0.028 0.196
C -5.080581 2.818854 2.382581 0.096 -0.081 0.000 -1.655
C -2.742695 2.249440 1.630959 0.113 0.062 -0.043 -0.305
C -1.711055 1.379312 1.273940 -0.086 -0.025 0.094 0.223
N -0.460126 2.001017 0.927276 -0.107 0.029 -0.158 0.537
C -0.303785 3.306027 0.609009 0.076 -0.017 -0.073 -0.059
C 1.041646 3.586552 0.583240 0.016 0.032 0.032 -1.237
C 1.656677 2.370408 0.877299 0.011 0.035 0.023 -0.244
N 0.751638 1.414637 1.072248 0.063 0.198 0.246 -0.616
C -0.523569 -3.343463 1.300960 -0.039 0.099 -0.075 0.622
C -0.816026 -4.634607 0.851387 0.111 0.039 0.021 -0.544
N 0.487758 -3.220615 2.322183 -0.066 -0.087 -0.035 0.514
C 1.060670 -4.241430 3.021614 -0.167 0.111 0.023 -0.022
C 1.999994 -3.695650 3.855445 0.090 0.005 -0.013 -1.042
C 1.947471 -2.317306 3.583450 -0.025 0.044 0.020 -0.214
N 1.036691 -2.038629 2.669774 0.086 -0.054 -0.175 -0.730
H -2.983491 -6.410836 -1.066203 0.011 -0.007 0.013 0.385
H -1.972754 -7.029007 0.245372 -0.006 -0.005 -0.025 0.364
H -1.249350 -6.616932 -1.309351 -0.025 -0.020 0.001 0.276
H -3.218447 -3.992379 -1.409799 0.023 0.017 0.021 0.323
H -2.715141 -1.709320 -0.674176 0.023 0.010 0.021 0.506
H -3.424034 -1.487985 1.757606 -0.006 0.006 -0.009 0.398
H -5.210467 0.074929 2.286234 0.021 -0.023 -0.005 0.343
H -6.076223 2.418409 2.183346 0.000 0.027 -0.008 0.381
H -4.980322 3.761357 1.840884 -0.018 -0.007 0.003 0.355
H -5.026804 3.046029 3.451689 -0.027 0.016 -0.007 0.294
H -2.545303 3.313916 1.661309 0.038 -0.031 0.010 0.419
H -1.135045 3.948621 0.382944 -0.047 -0.081 0.047 0.370
H 1.505038 4.527597 0.341055 -0.009 -0.051 -0.012 0.395
H 2.704524 2.111861 0.909090 -0.071 -0.033 0.001 0.540
H -0.262287 -5.473238 1.248306 0.059 -0.021 0.017 0.234
H 0.763401 -5.266559 2.911442 -0.066 0.002 -0.025 0.351
H 2.638513 -4.220742 4.546924 -0.043 0.029 -0.028 0.402
H 2.538995 -1.517814 4.002215 -0.034 -0.012 -0.042 0.450
O 3.579487 -0.180953 0.704583 0.067 0.225 -0.117 -0.516
C 4.656409 0.115820 0.062117 -0.025 -0.024 0.076 0.306
C 5.919405 -0.235571 0.625210 0.017 0.011 -0.019 -0.786
C 7.112679 0.059255 0.012165 -0.091 0.047 -0.051 -0.368
C 7.136884 0.745367 -1.209835 0.090 -0.043 0.040 -0.701
C 5.936367 1.106778 -1.776403 -0.065 0.018 -0.022 -0.639
C 4.693508 0.804935 -1.193945 0.093 -0.080 0.057 0.902
C 3.524351 1.279310 -1.911879 0.058 0.052 -0.018 -0.712
N 2.299084 0.991788 -1.685160 -0.075 -0.006 0.006 0.268
N 1.385830 1.719711 -2.432672 -0.068 0.038 -0.106 -0.564
C 0.164672 1.258472 -2.309601 0.018 -0.138 -0.012 0.124
O -0.219031 0.209124 -1.686800 0.176 0.275 0.049 -0.701
C -0.899174 2.096010 -2.954074 -0.102 -0.050 0.043 0.389
C -0.628715 2.947343 -4.020452 0.016 0.077 0.009 -0.388
C -1.642577 3.717940 -4.573319 0.033 -0.013 -0.004 -0.585
C -2.930820 3.655229 -4.057219 -0.038 -0.010 0.037 -0.392
C -3.205019 2.808657 -2.989790 0.047 -0.003 -0.032 -0.673
C -2.195886 2.023885 -2.448795 0.009 -0.030 -0.058 -0.186
H 5.892057 -0.757798 1.573950 -0.004 -0.002 0.003 0.369
H 8.044721 -0.235341 0.482585 -0.008 -0.008 0.008 0.350
H 8.075717 0.985055 -1.693692 -0.035 0.007 0.008 0.366
H 5.934801 1.648611 -2.718011 -0.018 -0.011 0.007 0.320
H 3.716975 1.978789 -2.729193 0.003 0.041 0.010 0.247
H 0.385202 3.000048 -4.396564 -0.040 -0.005 0.006 0.443
H -1.428979 4.372340 -5.410936 0.010 -0.014 0.021 0.371
H -3.719696 4.261941 -4.487453 0.020 -0.012 0.008 0.363
H -4.206619 2.753083 -2.580390 0.003 0.003 -0.003 0.421
H -2.395735 1.341245 -1.631573 0.018 0.026 0.019 0.341
```
Forces are in eV/Å.